{
  "formula": "C3H10N2S",
  "method": "ωB97M-V/def2-TZVPD",
  "multiplicity": 1,
  "total_energy_ha": -627.99296,
  "homo_lumo_gap_ev": 9.64,
  "species": ["N", "C", "C", "N", "C", "S", "H", "H", "H", "H", "H", "H", "H", "H", "H", "H"],
  "xyz": [[-0.187, -1.887, -1.151], [0.221, -1.201, 0.084], [-0.336, 0.225, 0.152], [-0.232, 0.951, -1.107], [0.469, 0.975, 1.209], [-0.146, 2.658, 1.533], [-1.175, -2.116, -1.111], [0.294, -2.780, -1.197], [1.305, -1.109, 0.044], [-0.102, -1.746, 0.970], [-1.377, 0.222, 0.480], [-0.808, 0.523, -1.820], [0.717, 0.874, -1.461], [1.520, 1.007, 0.919], [0.365, 0.484, 2.176], [-0.528, 2.921, 0.279]],
  "lowdin_charge": [-0.01, -0.26, -0.49, 0.02, -0.55, 0.68, 0.07, 0.06, 0.11, 0.11, 0.13, 0.07, 0.08, 0.07, 0.07, -0.16]
}